Entry 1:
# C28H26Cl2N4O12STi

C28H26Cl2N4O12STi as an isolated structure (ωB97M-V/def2-TZVPD, the OMol25 dataset).

Geometry as ORCA input:
```
! RIJCOSX wB97M-V def2-TZVPD def2/J DEFGRID3
* xyz 0 1
H 2.638 0.613 4.344
C -3.378 1.339 0.180
C -1.137 0.254 -4.389
H -3.581 1.269 -0.881
C -3.992 0.875 2.455
O 0.282 0.436 1.289
C 3.997 0.232 -2.075
C 4.220 2.662 -2.119
H 3.705 0.361 -3.118
C 1.373 -1.803 2.404
C -3.329 -2.556 0.973
C -0.326 -4.442 -2.308
C -4.266 0.807 1.104
C -2.874 1.552 2.912
C 1.267 0.571 2.060
H -2.452 -0.866 1.958
C -1.926 -3.556 -0.704
H 3.419 3.400 0.691
O -5.471 -1.245 2.720
O -5.240 0.197 4.703
H -0.004 -5.231 -2.967
C -2.369 -1.540 1.116
Ti -0.110 0.209 -0.472
H -2.709 1.609 3.977
C 0.033 0.887 -5.158
C 0.474 1.050 -2.847
O 2.650 0.478 0.271
Cl 1.917 -3.131 -3.098
H 5.038 -0.093 -2.026
H -0.498 2.917 0.145
O 1.502 2.780 1.154
O 0.884 1.319 -1.632
C 0.118 -2.281 -1.312
C -1.490 -4.573 -1.589
C 3.002 1.511 -0.318
C -0.745 0.376 -2.977
C -1.973 2.079 2.007
H 3.739 -0.423 3.403
C 0.471 -3.298 -2.185
C -3.115 -3.560 0.063
H 2.168 3.483 -0.589
O 2.066 2.022 -4.374
C 2.566 2.877 0.227
C 1.034 1.418 -4.134
C 1.768 1.997 2.298
O -2.150 -0.203 -4.865
H 3.359 -0.523 -1.616
H 0.588 -2.181 3.060
C -1.088 -2.427 -0.567
C -2.192 1.906 0.638
H -1.528 2.625 -1.159
H -4.216 -2.484 1.594
H -1.072 2.582 2.336
Cl -2.415 -6.016 -1.730
O 0.142 0.959 -6.354
N -1.321 -1.432 0.325
H 5.157 2.430 -2.628
O -3.314 -1.056 3.837
H 2.260 -2.431 2.484
N 3.801 1.491 -1.379
H 3.477 2.917 -2.881
N -1.160 2.263 -0.276
O 0.836 -1.196 -1.089
H 2.836 2.008 2.538
N 1.741 -0.443 2.760
H -5.158 0.288 0.791
H 2.564 -1.129 4.529
S -4.613 -0.426 3.563
H 1.192 2.438 3.121
H 1.010 -1.814 1.374
H -3.827 -4.363 -0.063
O -1.366 0.055 -1.881
C 2.729 -0.328 3.809
H 4.384 3.508 -1.458
*
```

## Properties
E_tot   -118986.1616 eV
Relative energy (zero: lowest compared OMol25 entry of this formula, charge and spin)   145.4 kJ/mol
Max |F|   2.0 eV Å⁻¹
Frontier orbital gap   6.92 eV


Entry 2:
# C4H14NO2

A 3-piece molecular cluster, C4H14NO2 overall (ωB97M-V/def2-TZVPD, the OMol25 dataset).

Geometry as ORCA input:
```
! RIJCOSX wB97M-V def2-TZVPD def2/J DEFGRID3
* xyz 1 1
H -1.083 -3.025 1.059
H 0.238 3.645 0.674
C 0.017 -1.454 1.676
O 0.790 2.898 0.407
H -1.944 2.373 -3.347
H 0.652 -1.987 2.365
H -0.605 -2.231 -0.446
C 0.325 0.019 -1.188
O -1.947 1.551 -2.839
H -2.891 1.342 -2.840
N 0.332 0.395 0.042
H -0.518 0.367 -1.832
H 1.914 -0.855 0.837
H 0.872 -0.920 -1.400
H 0.645 -3.186 0.430
H -0.821 -1.204 2.323
C 0.979 -0.391 1.126
H 1.192 0.385 1.891
C -0.235 -2.513 0.562
H 0.412 1.476 0.149
H 1.677 3.315 0.351
*
```

## Properties
E_tot   -9952.3172 eV
Relative energy (zero: lowest compared OMol25 entry of this formula, charge and spin)   235.8 kJ/mol
Max |F|   2.6 eV Å⁻¹
Frontier orbital gap   10.72 eV


Entry 3:
# C5H10S

One molecule with the formula C5H10S (ωB97M-V/def2-TZVPD, the OMol25 dataset).

Geometry as ORCA input:
```
! RIJCOSX wB97M-V def2-TZVPD def2/J DEFGRID3
* xyz 0 1
H 1.469 -1.854 -0.162
H 2.290 0.904 0.651
H -0.641 2.783 0.028
H -1.264 0.682 -1.505
H 1.129 -0.171 1.413
C 2.174 -1.055 -0.183
H 0.997 1.395 -1.286
H 3.042 -1.418 0.427
C 0.543 0.947 -0.385
C -0.873 0.532 -0.494
H -1.819 -0.836 1.352
C -0.507 1.758 0.312
S -1.534 -1.022 0.035
H -0.541 1.538 1.400
C 1.549 0.186 0.468
H 2.562 -0.881 -1.181
*
```

## Properties
E_tot   -16181.2126 eV
Relative energy (zero: lowest compared OMol25 entry of this formula, charge and spin)   122.0 kJ/mol
SMILES   CC[C@@H]1C[C@@H]1S
Max |F|   1.8 eV Å⁻¹
Frontier orbital gap   9.72 eV


Entry 4:
# C9H13BrSi

One molecule with the formula C9H13BrSi (ωB97M-V/def2-TZVPD, the OMol25 dataset).

Geometry as ORCA input:
```
! RIJCOSX wB97M-V def2-TZVPD def2/J DEFGRID3
* xyz 0 1
H 1.946 2.426 -1.056
C 1.287 2.244 -0.190
H 1.768 -1.067 1.961
H 0.290 2.661 -0.408
H 3.047 -0.093 -1.306
C -0.625 -0.036 0.041
H -0.713 0.387 -2.057
C -3.062 -1.202 -0.290
C 2.021 -0.451 -1.208
H 1.674 2.710 0.726
H -3.038 -0.475 -2.250
H 2.974 0.250 1.540
C -1.218 -0.594 1.130
Br -4.810 -1.846 -0.454
H 1.502 -0.327 -2.164
C -2.480 -0.566 -1.358
C -1.213 -0.001 -1.183
C 1.947 -0.009 1.794
C -2.448 -1.202 0.980
H -2.923 -1.690 1.832
H -0.775 -0.569 2.107
Si 1.159 0.402 0.129
H 2.058 -1.518 -0.989
H 1.633 0.566 2.674
*
```

## Properties
E_tot   -87464.6269 eV
Relative energy (zero: lowest compared OMol25 entry of this formula, charge and spin)   0.0 kJ/mol
SMILES   C[Si](C)(C)c1ccc(Br)cc1
Max |F|   2.2 eV Å⁻¹
Frontier orbital gap   9.79 eV


Entry 5:
# C34H49BrF7N3O22P

A 8-piece molecular cluster, C34H49BrF7N3O22P overall (ωB97M-V/def2-TZVPD, the OMol25 dataset).

Geometry as ORCA input:
```
! RIJCOSX wB97M-V def2-TZVPD def2/J DEFGRID3
* xyz 1 1
C -3.929 -7.651 -2.479
C -1.445 1.178 -2.865
C 8.200 4.056 -2.469
H 8.300 5.129 5.595
H 3.659 4.065 2.303
C 6.322 2.936 -2.964
H -8.248 4.766 2.321
H -3.173 -1.206 1.244
H -0.963 -2.658 0.774
H -7.895 3.411 -0.412
F 8.901 7.340 4.585
C 7.530 3.630 -1.185
H -4.175 -5.646 -3.347
F -7.691 1.909 -2.966
H -1.418 -3.143 -3.155
C -3.696 -6.160 -2.513
H -5.535 1.609 -4.220
C 5.107 -5.004 2.902
C -2.479 -1.229 2.078
O 6.226 3.246 -1.646
H 5.199 -0.456 2.778
C 2.063 -2.206 0.472
Br -0.307 0.323 3.014
H -1.941 1.456 -1.941
C -1.123 -0.706 1.563
H 6.286 1.297 1.802
N 1.973 0.122 0.613
P -0.515 -0.370 -2.543
C -5.680 -1.143 -3.110
F -7.099 -4.158 -2.784
O -2.294 -6.067 -2.646
C 4.601 2.498 1.231
F 3.567 -5.627 1.199
H 5.367 -3.951 2.824
F -4.063 -5.558 -1.346
O 7.438 4.067 1.969
H -0.771 1.968 -3.167
N 0.593 0.247 -1.267
C 7.849 6.641 4.114
H -1.352 -0.048 0.741
C -6.599 2.637 -2.641
H 7.044 7.334 3.860
H 3.237 2.499 2.928
C 2.623 -1.042 1.283
O 3.992 -0.904 1.194
O 8.241 5.933 2.945
H 2.616 0.736 0.117
O -4.327 2.675 -2.921
H -2.397 -2.247 2.432
O -5.955 2.044 -1.516
F 9.527 3.795 -2.458
H 5.464 0.757 0.375
H 2.030 -3.160 0.966
O 3.945 -6.970 5.419
O -6.757 -0.760 -2.405
H -8.340 -1.988 -2.922
H 0.934 1.194 -1.401
H -2.230 1.003 -3.584
C -4.622 2.278 -1.664
F -7.831 5.696 0.601
H 6.666 5.807 5.746
C 4.059 3.080 2.525
H 3.828 2.484 0.468
H 3.728 0.493 2.729
C 1.065 -0.380 -0.241
H -8.034 -1.865 -1.178
O -9.840 4.753 1.024
O 5.439 2.480 -3.611
O -5.630 -2.495 -3.225
O 7.568 3.225 -3.432
C -8.446 4.677 1.252
H -7.245 2.861 1.142
O -4.880 -0.392 -3.580
H 4.837 3.232 3.259
C -5.530 2.558 -3.698
H -2.695 -1.276 -2.331
C 3.678 -5.296 2.511
H 8.044 5.101 -2.738
H -6.024 -3.267 -1.357
C 7.540 4.772 2.921
C -1.770 -1.500 -1.811
O -2.861 -8.131 -3.301
C 5.305 1.147 1.377
H 2.974 -4.489 2.734
H 0.189 -2.330 2.016
C -6.553 -3.028 -2.279
O 5.133 -5.439 4.263
H -2.879 -0.558 2.822
H -1.973 -1.343 -0.757
H -5.588 3.367 -4.422
C 4.133 -6.345 4.435
C -10.319 3.472 0.996
C -7.567 -1.918 -2.157
O -0.814 -7.328 -3.801
O -3.825 2.150 -0.789
H 5.811 -5.592 2.313
C -8.092 3.337 0.655
C -0.283 -1.899 1.144
H -6.912 3.651 -2.386
H 8.023 2.768 -0.735
O -11.458 3.172 1.077
C 4.523 0.082 2.122
O 6.970 4.530 4.124
H 2.705 -2.262 -0.406
C -1.363 -2.941 -2.095
O 3.361 -6.417 3.303
C 7.446 5.523 5.045
H 7.462 4.423 -0.447
N 0.728 -1.685 0.054
H -3.824 -8.053 -1.470
H -4.894 -7.944 -2.884
H -0.351 -3.164 -1.781
H -2.011 -3.641 -1.583
H 5.349 3.188 0.866
O -9.290 2.588 0.866
C -1.877 -7.198 -3.303
H 2.275 -1.158 2.307
*
```

## Properties
E_tot   -183916.5137 eV
Max |F|   1.7 eV Å⁻¹
Frontier orbital gap   9.12 eV


Entry 6:
# C5H12NO2PS3

A 2-piece molecular cluster, C5H12NO2PS3 overall (ωB97M-V/def2-TZVPD, the OMol25 dataset).

Geometry as ORCA input:
```
! RIJCOSX wB97M-V def2-TZVPD def2/J DEFGRID3
* xyz 0 1
S -4.100 1.983 -0.463
C 0.111 -1.210 0.693
O -4.361 -0.993 -0.157
C 3.248 -1.207 0.233
C 0.281 1.922 -0.248
H 3.006 -2.091 0.798
S -2.277 0.073 1.690
H 1.825 1.330 1.200
H -3.056 -0.486 -2.073
H 1.740 -1.312 -1.285
H 0.757 1.627 -1.193
H 3.799 -0.587 0.942
S -0.070 -2.774 0.473
H 2.240 0.330 -1.083
H 4.096 -1.639 -0.395
C 2.083 -0.615 -0.537
N 0.992 -0.334 0.470
H -5.166 -0.949 0.398
H 0.233 1.173 1.691
O -2.398 -0.236 -1.325
H 0.283 3.051 -0.119
H -0.816 1.654 -0.508
P -3.304 0.237 -0.061
C 0.852 1.051 0.858
*
```

## Properties
E_tot   -52759.1220 eV
Relative energy (zero: lowest compared OMol25 entry of this formula, charge and spin)   90.2 kJ/mol
Max |F|   3.1 eV Å⁻¹
Frontier orbital gap (alpha / beta)   5.60 / 5.64 eV


Entry 7:
# C5H10N5

A 2-piece molecular cluster, C5H10N5 overall (ωB97M-V/def2-TZVPD, the OMol25 dataset).

Geometry as ORCA input:
```
! RIJCOSX wB97M-V def2-TZVPD def2/J DEFGRID3
* xyz 1 1
H -0.188 0.571 0.905
H -2.349 1.643 0.467
C -2.239 0.707 -0.077
N 1.704 -0.563 -0.145
H 2.907 -1.702 -1.509
H -1.278 -1.113 -2.409
N -0.847 0.296 0.000
C -0.224 -0.419 -0.829
C 2.803 -1.196 -0.571
C 1.962 -0.036 1.099
C 3.256 -0.368 1.376
H -2.879 -0.046 0.386
H -2.553 0.857 -1.109
H 0.782 0.306 2.720
H 3.875 -0.164 2.225
N -0.379 -1.058 -1.942
N 0.944 0.695 1.792
H 1.206 1.672 1.900
H 0.401 -1.533 -2.373
N 3.740 -1.076 0.319
*
```

## Properties
E_tot   -12788.7242 eV
Relative energy (zero: lowest compared OMol25 entry of this formula, charge and spin)   191.3 kJ/mol
Max |F|   5.3 eV Å⁻¹
Frontier orbital gap   7.79 eV


Entry 8:
# C4H6OS3

C4H6OS3 as an isolated structure (ωB97M-V/def2-TZVPD, the OMol25 dataset).

Geometry as ORCA input:
```
! RIJCOSX wB97M-V def2-TZVPD def2/J DEFGRID3
* xyz 0 1
S -0.956 2.430 1.668
C -0.246 -0.276 0.857
H -0.718 0.550 -1.050
H -2.036 -1.838 0.602
H 1.292 1.400 1.208
H 0.415 -0.791 1.481
S -2.091 -0.429 1.080
C 0.192 0.478 -0.439
H 2.445 -0.994 -2.611
C 1.611 -1.285 -1.600
O 1.444 0.095 -1.125
C 0.122 1.239 0.819
S 0.567 -2.610 -1.396
H -2.041 2.030 0.506
*
```

## Properties
E_tot   -38792.9162 eV
Relative energy (zero: lowest compared OMol25 entry of this formula, charge and spin)   500.4 kJ/mol
Max |F|   5.3 eV Å⁻¹
Frontier orbital gap   8.32 eV


Entry 9:
# C24H32N5O4PtS2Si

C24H32N5O4PtS2Si as an isolated structure (ωB97M-V/def2-TZVPD, the OMol25 dataset).

Geometry as ORCA input:
```
! RIJCOSX wB97M-V def2-TZVPD def2/J DEFGRID3
* xyz -2 6
C -1.794 2.833 -1.850
Si 0.536 -2.564 1.601
H -5.063 0.708 -4.409
O -0.531 1.946 0.739
C -3.275 0.109 2.233
H -1.989 -2.789 -3.812
H -2.147 1.926 4.896
C -1.699 0.377 -2.510
H 2.427 -2.951 3.148
H 2.491 3.864 0.755
N 2.043 0.976 1.196
H -1.574 -2.492 -2.120
H 3.131 1.429 -4.675
N -0.500 0.243 -1.921
C 2.107 1.763 -4.523
S 3.587 -2.427 -1.649
C -0.198 -3.429 0.127
H 2.579 1.020 4.982
H 1.442 0.928 -4.742
H -0.068 -2.783 -0.743
H -1.657 -2.234 2.717
H 0.348 -4.348 -0.101
N 1.705 2.360 -2.020
H -0.492 2.581 3.159
C -3.275 0.602 3.568
H 3.376 2.650 -0.170
H -4.012 -0.616 1.907
H 2.869 -3.279 1.446
N 0.838 -0.911 1.200
H 1.877 2.604 -5.174
C -1.536 -2.073 -3.125
C -2.256 -0.758 -3.180
C 1.734 -0.039 3.350
O 2.436 -3.207 -1.205
N -1.349 1.405 1.686
C 1.528 -0.046 1.936
H 3.506 2.850 3.538
H 1.299 -0.826 3.953
H -0.475 -1.965 -3.361
C 2.085 -3.388 2.202
C 3.221 3.053 0.827
H -2.267 0.136 0.319
H -3.880 -1.474 -4.354
H -4.001 0.273 4.297
C 2.430 0.994 3.906
S 2.899 -0.437 -1.874
H 4.161 3.458 1.204
C 1.922 2.132 -3.123
C -2.374 1.633 -2.541
C 2.938 2.032 3.113
C -0.715 -2.721 2.991
H -0.376 -2.271 3.931
C -2.334 0.503 1.332
O 4.659 -2.378 -0.664
H -0.966 3.256 -2.427
C -3.457 -0.613 -3.849
C -2.239 1.521 3.894
H -1.262 -3.654 0.278
C -1.311 1.903 2.970
O 4.043 -2.771 -2.991
C -4.121 0.613 -3.880
H -1.413 2.569 -0.855
H 1.906 -4.460 2.360
C -3.574 1.714 -3.230
Pt 0.906 0.476 -0.617
H -0.908 -3.787 3.175
C 2.713 1.982 1.747
H -2.561 3.603 -1.739
H -4.096 2.665 -3.245
*
```

## Properties
E_tot   -73839.8629 eV
Relative energy (zero: lowest compared OMol25 entry of this formula, charge and spin)   0.0 kJ/mol
⟨S²⟩   8.826
Max |F|   0.7 eV Å⁻¹
Frontier orbital gap (alpha / beta)   3.61 / 5.31 eV


Entry 10:
# C28H78N6O8

A 8-piece molecular cluster, C28H78N6O8 overall (ωB97M-V/def2-TZVPD, the OMol25 dataset).

Geometry as ORCA input:
```
! RIJCOSX wB97M-V def2-TZVPD def2/J DEFGRID3
* xyz 0 1
H 2.891 5.924 1.180
C 3.994 1.839 -5.434
H 2.218 -4.405 1.272
C 5.856 -3.644 -3.298
H 1.401 3.707 2.377
C -1.924 3.062 5.775
H 5.053 -3.230 -0.716
H -2.242 -6.053 -2.060
C 1.417 -4.596 1.987
C -6.001 1.126 -0.687
H 3.857 2.053 4.078
H 1.319 1.425 -3.561
H 0.740 1.334 2.236
H -3.813 2.509 1.361
H -0.124 -3.979 -4.072
H 3.613 -2.331 1.024
O 4.824 -2.668 -3.403
H 2.566 -3.241 -0.077
H 1.503 0.423 -2.110
H -2.363 0.929 3.934
H -0.326 -0.006 -0.217
C -1.622 1.707 3.721
H -2.849 5.335 7.930
C 3.232 1.650 -2.553
H 5.084 1.864 -5.278
H 2.603 -1.487 -0.165
H -6.345 0.485 0.133
C -8.101 0.616 -1.629
H 0.306 -1.741 1.427
H -3.832 2.602 -1.588
H -1.589 1.700 2.626
H 3.252 2.472 -0.677
C -5.300 2.317 -0.066
H -0.425 -5.689 2.125
H 3.714 0.769 -2.998
H 5.638 -1.134 -1.846
H 0.218 -5.393 -3.052
O 2.757 3.899 0.817
H 1.231 2.181 -1.985
H 1.529 1.503 0.712
O 3.340 2.844 -4.718
H -5.319 0.565 -1.337
H -8.655 0.447 -0.699
H -0.707 -3.610 -1.685
N 3.718 1.693 -1.162
O -7.094 1.577 -1.471
C 1.715 1.223 1.751
C -0.963 -0.881 -0.061
C -2.462 -3.265 -2.861
O 1.032 -6.753 1.053
C 3.833 -2.777 -2.414
H 3.120 3.744 -2.957
H -1.690 4.018 8.241
H 1.992 0.167 1.761
O -3.302 -2.835 -1.803
H 0.403 -7.272 0.543
H 2.998 4.182 2.874
H -3.577 1.231 0.416
H -1.384 -2.294 1.543
H -5.095 -2.846 -2.855
C 2.787 2.087 2.354
C -1.959 3.070 4.246
H -1.106 4.933 4.129
H -0.051 3.715 4.039
C -2.546 4.333 7.635
H 2.869 0.794 3.900
H -3.078 -3.838 -3.577
H -2.788 -4.871 -1.094
H 4.668 2.074 -1.171
H -0.934 2.689 6.078
H -7.694 -0.347 -1.968
C 2.467 3.548 2.146
H -0.663 1.302 4.054
H -2.935 3.419 3.908
H -0.606 -1.634 -0.776
C 3.227 -2.370 0.007
C -1.395 -4.190 -2.312
H 4.746 2.988 -3.218
H -1.211 -5.396 -4.082
H -2.046 -2.423 -3.428
H 5.500 -4.554 -2.812
H 0.929 -3.667 2.281
H -2.654 -1.361 -0.782
H 2.717 5.456 -0.494
C -4.459 -2.167 -2.274
C 3.659 2.874 -3.341
C -0.739 -1.439 1.332
H -0.056 -5.103 0.509
H 3.667 0.836 -5.131
H -2.650 2.311 6.128
C 2.372 5.225 0.514
O -2.243 4.334 6.256
H -6.005 2.937 0.488
O -2.337 -0.581 -0.305
H -3.384 3.652 7.838
N -1.935 -5.285 -1.470
N -0.962 4.024 3.701
H 3.049 -2.056 -2.675
H 3.362 -3.772 -2.418
N 2.911 1.804 3.803
H 6.190 -3.881 -4.307
C -4.654 3.184 -1.156
H 3.796 1.971 -6.494
H 4.495 -0.383 -0.958
H 1.289 5.357 0.568
H 3.721 1.851 1.827
H -0.932 -0.713 2.126
N 5.121 -1.188 -0.974
C -0.571 -4.762 -3.461
C 1.736 1.390 -2.553
H -5.049 -1.864 -1.412
C 0.393 -5.534 1.412
H -5.338 3.404 -1.976
H -4.204 -1.298 -2.887
H 6.709 -3.235 -2.747
H -8.768 0.994 -2.402
N -4.308 1.780 0.859
C 4.344 -2.446 -1.013
H 1.897 -5.057 2.854
H -4.228 4.088 -0.722
*
```

## Properties
E_tot   -55618.6256 eV
Relative energy (zero: lowest compared OMol25 entry of this formula, charge and spin)   25.0 kJ/mol
SMILES   COC[C@H](C)N.COC[C@H](C)N.COC[C@H](C)N.COC[C@H](C)N.COC[C@H](C)N.COC[C@H](C)N.CCO.CCO
Max |F|   1.6 eV Å⁻¹
Frontier orbital gap   9.33 eV